{
  "formula": "C5H7NO",
  "method": "the ωB97M-V functional and the def2-TZVPD basis",
  "elements": ["C", "C", "C", "C", "C", "N", "O", "H", "H", "H", "H", "H", "H", "H"],
  "xyz": [[-0.33626, 1.44300, -0.31640], [2.48383, 0.52723, 0.22993], [-0.71974, -0.98589, -0.07992], [-1.86254, -0.02330, 0.37947], [0.32402, -0.01583, -0.57206], [-1.54886, 1.31577, 0.00677], [1.43073, -0.21682, 0.17119], [2.88185, 1.08703, -0.51230], [2.99055, 0.54727, 1.22099], [-0.18976, -1.48608, 0.63163], [-1.13201, -1.65764, -0.83085], [-2.76347, -0.32900, -0.01918], [-2.08225, -0.10133, 1.41226], [0.52392, -0.10443, -1.72156]],
  "atomic_forces_ev_per_a": [[-2.1, -1.2, 0.2], [1.0, 0.0, 3.5], [-1.9, 2.1, -1.9], [1.0, -1.5, 0.4], [-0.3, 0.8, -3.7], [2.9, 1.5, -0.3], [0.1, -1.2, 1.2], [0.7, 1.5, -2.7], [-0.5, -0.3, -0.9], [0.6, -1.8, 2.3], [0.4, 0.0, -0.1], [-2.0, -0.5, -1.4], [0.2, 0.3, 1.4], [-0.1, 0.4, 1.9]],
  "nbo_charge": [0.26, -0.03, -0.46, -0.24, 0.04, -0.45, -0.47, 0.15, 0.16, 0.23, 0.22, 0.20, 0.20, 0.19],
  "lumo_ha": [-0.0292, 0.0202],
  "homo_ev": [-7.5766, -8.7167],
  "de_lowest_ev": 5.921,
  "orbital_gap_ev": [6.781, 9.266],
  "charge": 0,
  "energy_ha": -324.50689
}